{"formula": "C13H18AsBF4NO5V", "method": "the ωB97M-V functional and the def2-TZVPD basis", "symbols": ["V", "O", "C", "C", "C", "N", "C", "C", "C", "O", "O", "C", "O", "O", "H", "H", "H", "F", "B", "F", "F", "F", "C", "C", "As", "C", "C", "C", "C", "H", "H", "H", "H", "H", "H", "H", "H", "H", "H", "H", "H", "H", "H", "H"], "xyz": [[-0.004442, 0.417796, 0.649894], [1.078099, -0.978847, 6.397492], [0.867341, -0.646283, 5.082529], [1.710644, 0.223838, 4.400079], [1.418039, 0.521962, 3.087107], [0.328283, 0.004272, 2.504136], [-0.439566, -0.908141, 3.122404], [-0.203589, -1.251976, 4.433126], [-1.394861, -1.557452, 2.142470], [-2.300034, -2.276045, 2.495637], [-1.061634, -1.245131, 0.893314], [2.269382, 1.273403, 2.084137], [3.216132, 1.947453, 2.420452], [1.851687, 1.038632, 0.844952], [1.849004, -0.497496, 6.711662], [2.594212, 0.652323, 4.859932], [-0.826173, -1.984523, 4.928947], [-2.528920, 3.700994, 0.936365], [-1.643724, 2.748400, 0.480663], [-2.165923, 1.412325, 0.661120], [-1.315054, 2.952720, -0.859451], [-0.455411, 2.676849, 1.287678], [1.622358, 1.542168, -3.270704], [0.153510, 1.132753, -3.322402], [-0.374346, 0.065676, -1.802704], [0.367245, -1.696013, -2.239376], [1.741429, -1.929483, -1.617126], [-2.263871, -0.228502, -2.166911], [-2.571162, -0.963208, -3.464015], [1.863984, 2.242728, -4.073304], [2.285846, 0.681848, -3.382911], [1.873172, 2.025375, -2.325294], [-0.077800, 0.567884, -4.226560], [-0.493936, 2.009911, -3.293409], [0.396217, -1.806984, -3.324880], [-0.352129, -2.418372, -1.849525], [2.491014, -1.240432, -2.007990], [2.089544, -2.947531, -1.809537], [1.740342, -1.799284, -0.533920], [-2.706778, 0.767533, -2.145143], [-2.643270, -0.757346, -1.293108], [-2.192529, -0.434663, -4.341319], [-3.650857, -1.073098, -3.594189], [-2.141469, -1.966021, -3.480304]], "atomic_forces_ev_per_a": [[-0.12, 0.43, -0.44], [-0.01, 0.03, -0.12], [-0.01, -0.08, 0.24], [0.15, 0.08, 0.04], [-0.35, -0.21, -0.09], [-0.05, 0.10, 0.99], [0.31, 0.22, -0.19], [-0.10, -0.10, 0.05], [0.43, 0.45, -0.76], [-0.13, -0.27, 0.03], [-0.39, -0.36, 0.92], [-0.50, -0.23, -0.81], [0.22, 0.04, 0.04], [0.63, 0.13, 0.95], [0.03, 0.01, 0.04], [-0.01, -0.01, 0.00], [0.03, 0.01, 0.01], [0.16, -0.15, 0.01], [-0.08, -0.19, 0.35], [-0.06, 0.02, -0.25], [-0.04, 0.01, 0.07], [0.08, 0.01, -0.41], [0.07, 0.03, -0.07], [0.10, 0.16, -0.20], [-0.14, -0.08, -0.11], [0.01, -0.01, -0.01], [0.10, -0.07, -0.04], [0.04, 0.03, -0.09], [-0.15, -0.02, -0.05], [-0.02, -0.01, -0.01], [-0.03, -0.02, 0.01], [-0.07, -0.02, 0.04], [0.05, 0.06, -0.11], [0.01, 0.04, 0.00], [0.04, -0.07, -0.04], [0.00, -0.01, 0.03], [-0.01, 0.02, -0.03], [0.01, 0.02, -0.05], [-0.15, 0.04, 0.04], [-0.06, 0.02, -0.02], [0.00, -0.06, 0.00], [0.00, 0.05, 0.03], [0.01, -0.01, -0.02], [0.01, 0.00, 0.06]], "lowdin_spin": [1.046, -0.012, -0.030, 0.007, -0.028, -0.008, -0.027, 0.008, -0.002, -0.010, 0.014, -0.002, -0.010, 0.024, 0.000, 0.001, 0.001, 0.000, 0.002, 0.004, 0.001, 0.001, 0.001, 0.005, 0.014, -0.002, 0.001, 0.001, 0.000, 0.000, 0.000, 0.000, 0.000, 0.000, 0.000, 0.000, 0.000, 0.000, 0.000, 0.000, 0.000, 0.000, 0.000, 0.000], "de_lowest_kcal_mol": 12.94, "total_charge": -1, "spin_multiplicity": 2, "homo_energy_ev": [-3.9991, -2.9078], "s2": 0.810}